Arrangement P

C22H23BrClIN4O8Zr as an isolated structure, computed with the ωB97M-V functional and the def2-TZVPD basis.

```
61
C22H23BrClIN4O8Zr | the Open Molecules 2025 dataset | the ωB97M-V functional and the def2-TZVPD basis
Zr -0.212 0.597 0.343
C 0.529 -3.537 -1.749
C 1.000 -3.380 -0.338
N 1.831 -4.300 0.132
C 2.278 -4.231 1.383
C 1.900 -3.254 2.286
C 2.434 -3.265 3.697
O 1.384 -3.263 4.661
C 1.022 -2.256 1.817
C 0.481 -1.298 2.751
N -0.272 -0.325 2.363
C -0.827 0.672 3.205
C -0.226 1.029 4.484
C -0.919 1.803 5.330
C -2.275 2.238 5.039
C -2.908 1.887 3.914
C -2.207 1.087 2.898
I -3.399 -0.047 1.612
C 0.609 -2.306 0.472
O -0.165 -1.332 -0.073
H 0.334 -4.590 -1.942
H 1.310 -3.223 -2.445
H -0.376 -2.964 -1.945
H 2.966 -5.011 1.687
H 3.035 -2.371 3.881
H 3.095 -4.121 3.826
H 1.215 -4.161 4.963
H 0.691 -1.452 3.807
H 0.768 0.672 4.717
H -0.482 2.094 6.276
H -2.792 2.825 5.785
H -3.943 2.145 3.740
O 0.914 3.721 -5.370
C 0.409 2.764 -4.577
C 0.004 1.552 -4.962
C -0.548 0.543 -3.990
N 0.862 1.187 -1.928
C 0.482 2.546 -2.104
Br 0.166 3.417 -0.422
C 0.274 3.259 -3.200
H 0.984 3.427 -6.287
H 0.103 1.252 -5.998
H -0.709 -0.381 -4.552
H -0.016 4.298 -3.102
O 2.851 0.658 2.803
Cl 2.273 1.612 1.902
O 3.207 2.524 1.333
O -1.097 1.795 2.200
O 1.829 0.673 0.596
C 0.444 0.144 -2.909
N -1.920 0.901 -3.517
C -2.896 1.054 -4.609
C -2.332 1.025 -2.284
O -1.639 0.880 -1.243
H 1.329 -0.189 -3.451
H 0.068 -0.709 -2.345
H 1.865 1.139 -1.761
H -2.956 0.118 -5.164
H -2.572 1.852 -5.271
H -3.872 1.294 -4.199
H -3.387 1.282 -2.168
```

Calculated values
Total charge: +2
Molar mass in g mol⁻¹: 804.93
HOMO-LUMO gap in eV: 7.56
LUMO in eV: -6.589



Arrangement Q

C22H23BrClIN4O8Zr as an isolated structure, computed with the ωB97M-V functional and the def2-TZVPD basis.

```
61
C22H23BrClIN4O8Zr | the Open Molecules 2025 dataset | the ωB97M-V functional and the def2-TZVPD basis
Zr 1.412 1.671 0.178
C 0.739 3.921 -3.715
C 0.417 2.465 -3.796
N -0.274 2.012 -4.829
C -0.571 0.716 -4.919
C -0.218 -0.242 -3.980
C -0.668 -1.674 -4.180
O 0.364 -2.634 -3.999
C 0.493 0.215 -2.847
C 0.918 -0.717 -1.821
N 1.417 -0.402 -0.669
C 1.913 -1.469 0.150
C 1.227 -2.668 0.305
C 1.777 -3.685 1.072
C 3.003 -3.513 1.696
C 3.691 -2.312 1.568
C 3.132 -1.303 0.799
I 4.135 0.526 0.594
C 0.814 1.577 -2.784
O 1.471 2.053 -1.705
H 0.447 4.400 -4.645
H 1.802 4.083 -3.538
H 0.196 4.392 -2.892
H -1.120 0.425 -5.806
H -1.114 -1.766 -5.172
H -1.451 -1.924 -3.458
H 0.858 -2.732 -4.821
H 0.848 -1.769 -2.089
H 0.261 -2.796 -0.165
H 1.243 -4.618 1.181
H 3.431 -4.311 2.286
H 4.647 -2.177 2.052
O -5.873 -0.953 -0.023
C -4.565 -0.997 0.212
C -3.909 -2.089 0.790
C -2.548 -2.018 0.973
N -1.798 -0.954 0.636
C -2.458 0.047 0.108
Br -1.438 1.623 -0.435
C -3.813 0.126 -0.151
H -6.317 -1.762 0.257
H -4.454 -2.974 1.086
H -2.016 -2.852 1.411
H -4.283 0.984 -0.602
O 2.076 5.254 1.792
Cl 1.959 3.955 1.332
O 0.580 3.618 0.812
O 2.811 3.607 0.179
O 2.214 2.897 2.292
C -1.342 0.968 3.624
N 0.009 0.551 3.994
C 0.275 0.241 5.399
C 0.947 0.449 3.101
O 0.752 0.649 1.859
H -1.944 1.005 4.526
H -1.759 0.258 2.920
H -1.304 1.959 3.169
H -0.264 -0.663 5.678
H -0.061 1.073 6.014
H 1.342 0.093 5.544
H 1.942 0.164 3.453
```

Calculated values
Total charge: +2
Molar mass in g mol⁻¹: 804.93
HOMO-LUMO gap in eV: 7.58
LUMO in eV: -6.603



Most stable: arrangement Q (next structure +0.836 eV)



Arrangement P

A 2-piece molecular cluster, C7H14N2 overall, computed with the ωB97M-V functional and the def2-TZVPD basis.

```
23
C7H14N2 | the Open Molecules 2025 dataset | the ωB97M-V functional and the def2-TZVPD basis
C -1.978 0.869 2.127
C 0.571 0.374 1.805
C -0.611 1.186 1.723
C 0.971 2.343 0.918
N 1.551 1.140 1.326
N -0.311 2.358 1.115
H 1.025 -0.399 2.421
H 2.537 0.882 1.318
H -2.612 0.617 1.271
H -2.443 1.743 2.591
H 1.573 3.018 0.325
H -2.048 0.180 2.964
C 0.183 -0.982 -1.227
C 0.125 -2.511 -1.423
C 0.169 -0.268 -2.577
H -0.754 -0.753 -0.708
H 1.100 -0.712 -0.704
H 1.059 -3.017 -1.182
H 1.065 -0.499 -3.156
H -0.060 -2.793 -2.461
H -0.611 -3.018 -0.795
H -0.685 -0.574 -3.174
H 0.185 0.816 -2.495
```

Calculated values
Total charge: +1
Molar mass in g mol⁻¹: 126.20
<S²>: 0.761
2S+1: 2
HOMO-LUMO gap (spin up / spin down) in eV: 10.68 / 6.78
LUMO (spin up / spin down) in eV: -3.896 / -7.840



Arrangement Q

A 2-piece molecular cluster, C7H14N2 overall, computed with the ωB97M-V functional and the def2-TZVPD basis.

```
23
C7H14N2 | the Open Molecules 2025 dataset | the ωB97M-V functional and the def2-TZVPD basis
C -1.219 -1.515 -1.786
C 1.707 0.471 -1.386
C -0.166 -0.473 -1.735
C -0.236 0.832 -2.314
N 1.038 -0.695 -1.215
N 0.960 1.378 -2.106
H 2.747 0.563 -1.112
H 1.148 2.368 -2.170
H -1.037 1.293 -2.872
H -1.380 -1.933 -2.779
H -2.142 -1.100 -1.378
H -0.918 -2.344 -1.148
C -0.129 0.135 2.534
C -1.285 -0.895 2.601
C -0.070 0.819 3.919
H 0.781 -0.456 2.359
H -0.231 0.765 1.651
H -1.267 -1.496 3.504
H -1.284 -1.500 1.699
H 0.628 1.629 4.135
H -1.063 1.237 4.091
H -2.207 -0.310 2.654
H 0.194 0.015 4.604
```

Calculated values
Total charge: +1
Molar mass in g mol⁻¹: 126.20
<S²>: 0.762
2S+1: 2
HOMO-LUMO gap (spin up / spin down) in eV: 9.80 / 6.03
LUMO (spin up / spin down) in eV: -4.163 / -7.937



Most stable: arrangement Q (next structure +0.241 eV)



Arrangement P

A 2-piece molecular cluster, CH5NOS overall, computed with the ωB97M-V functional and the def2-TZVPD basis.

```
9
CH5NOS | the Open Molecules 2025 dataset | the ωB97M-V functional and the def2-TZVPD basis
N 0.658 0.529 -1.299
C 0.913 -0.737 -1.773
O 0.382 -1.720 -1.323
H -0.153 0.434 -0.697
H 1.408 1.132 -1.036
H 1.543 -0.861 -2.662
S -1.057 0.339 3.008
H -1.676 1.457 2.659
H -2.018 -0.573 3.122
```

Calculated values
SMILES: NC=O.S
Molar mass in g mol⁻¹: 79.12
HOMO-LUMO gap in eV: 10.66
LUMO in eV: 0.759



Arrangement Q

One molecule with the formula CH5NOS, computed with the ωB97M-V functional and the def2-TZVPD basis.

```
9
CH5NOS | the Open Molecules 2025 dataset | the ωB97M-V functional and the def2-TZVPD basis
O -0.346 1.764 0.089
C -0.627 0.394 0.444
N -0.159 -0.745 -0.424
S 1.578 -0.981 -0.352
H 0.466 1.801 -0.272
H -0.414 0.150 1.473
H -1.757 0.385 0.485
H -0.315 -0.410 -1.355
H 1.574 -2.358 -0.088
```

Calculated values
SMILES: OCNS
Molar mass in g mol⁻¹: 79.12
HOMO-LUMO gap in eV: 10.42
LUMO in eV: 0.786



Arrangement R

A 2-piece molecular cluster, CH5NOS overall, computed with the ωB97M-V functional and the def2-TZVPD basis.

```
9
CH5NOS | the Open Molecules 2025 dataset | the ωB97M-V functional and the def2-TZVPD basis
N -0.998 -0.575 1.208
C 0.359 -0.487 1.409
O 0.957 -1.077 2.269
H -1.430 -0.839 0.341
H -1.708 -0.510 1.932
H 0.916 0.248 0.804
S 0.165 1.256 -3.049
H 1.253 1.846 -2.534
H 0.486 0.138 -2.380
```

Calculated values
SMILES: NC=O.S
Molar mass in g mol⁻¹: 79.12
HOMO-LUMO gap in eV: 10.67
LUMO in eV: 0.653



Most stable: arrangement P (next structure +0.271 eV)



Arrangement P

An isolated ion of composition C7H13N2 and charge +1, computed with the ωB97M-V functional and the def2-TZVPD basis.

```
22
C7H13N2 | the Open Molecules 2025 dataset | the ωB97M-V functional and the def2-TZVPD basis
C 0.167 0.919 -1.017
C -0.363 -1.405 -0.375
C 1.988 -0.603 0.071
C -1.113 1.473 -0.293
C -1.724 -0.831 0.143
C -0.007 0.190 1.271
C 0.552 -0.255 -0.044
N 2.777 0.489 0.316
N -1.386 0.435 0.826
H -0.192 0.524 -1.946
H 0.891 1.735 -0.981
H -0.118 -2.323 0.200
H -0.468 -1.529 -1.373
H 2.005 -1.317 0.870
H 2.414 -1.170 -0.817
H -0.960 2.581 -0.040
H -2.112 1.508 -0.803
H -2.367 -0.682 -0.644
H -2.206 -1.590 0.784
H 0.432 0.821 2.164
H 3.795 0.272 0.220
H -2.007 0.757 1.468
```

Calculated values
Total charge: +1
Molar mass in g mol⁻¹: 125.19
HOMO-LUMO gap (spin up / spin down) in eV: 8.73 / 9.56
LUMO (spin up / spin down) in eV: -4.727 / -3.869



Arrangement Q

An isolated ion of composition C7H13N2 and charge +1, computed with the ωB97M-V functional and the def2-TZVPD basis.

```
22
C7H13N2 | the Open Molecules 2025 dataset | the ωB97M-V functional and the def2-TZVPD basis
C -2.657 0.532 0.404
C -1.290 -0.147 0.166
C -1.140 -1.419 -0.125
C 0.191 -2.104 -0.247
C 1.239 -1.121 -0.701
N 1.150 0.114 -0.016
C 2.255 0.976 0.039
C -0.144 0.750 0.144
N -0.153 1.991 0.547
H -2.500 1.190 1.194
H -3.381 -0.303 0.388
H -3.079 0.982 -0.463
H -1.940 -2.189 -0.200
H 0.462 -2.511 0.679
H 0.153 -2.962 -1.026
H 2.204 -1.580 -0.459
H 1.327 -0.895 -1.744
H 2.255 1.650 -0.834
H 2.149 1.475 0.987
H 3.212 0.366 -0.024
H -0.919 2.495 0.956
H 0.605 2.711 0.334
```

Calculated values
Total charge: +1
SMILES: CC1=CCCN(C)C1=[NH2+]
Molar mass in g mol⁻¹: 125.19
HOMO-LUMO gap in eV: 9.28
LUMO in eV: -4.196



Arrangement R

A 2-piece molecular cluster, C7H13N2 overall, computed with the ωB97M-V functional and the def2-TZVPD basis.

```
22
C7H13N2 | the Open Molecules 2025 dataset | the ωB97M-V functional and the def2-TZVPD basis
C -2.589 -0.482 0.395
C 2.450 -0.788 0.698
C 1.763 -1.497 -0.481
C 2.027 0.660 0.508
C 1.050 0.717 -0.390
C -3.935 -0.246 -0.031
C 0.317 1.868 -0.868
N -1.495 -0.674 0.672
N 0.575 -0.617 -0.748
H 1.937 -1.014 1.681
H 3.482 -0.960 0.838
H 2.395 -1.577 -1.413
H 1.589 -2.553 -0.100
H 2.467 1.673 0.923
H -4.259 -1.177 -0.455
H -4.029 0.455 -0.806
H -4.481 0.012 0.812
H -0.513 2.083 -0.165
H -0.068 1.676 -1.788
H 1.078 2.778 -0.937
H 0.238 -0.498 -1.701
H -0.172 -0.674 0.049
```

Calculated values
Total charge: +1
Molar mass in g mol⁻¹: 125.19
HOMO-LUMO gap in eV: 10.47
LUMO in eV: -2.704



Most stable: arrangement Q (next structure +0.725 eV)



Arrangement P

A 2-piece molecular cluster, CH5OS overall, computed with the ωB97M-V functional and the def2-TZVPD basis.

```
8
CH5OS | the Open Molecules 2025 dataset | the ωB97M-V functional and the def2-TZVPD basis
S 0.806 2.025 0.026
H 0.372 0.319 0.779
H 0.786 2.868 1.065
C -0.408 -1.052 -0.416
O 0.025 -0.667 0.858
H 0.332 -1.708 -0.898
H -1.356 -1.595 -0.337
H -0.557 -0.191 -1.078
```

Calculated values
Total charge: -1
Molar mass in g mol⁻¹: 65.12
HOMO-LUMO gap in eV: 7.56
LUMO in eV: 4.485



Arrangement Q

A 2-piece molecular cluster, CH5OS overall, computed with the ωB97M-V functional and the def2-TZVPD basis.

```
8
CH5OS | the Open Molecules 2025 dataset | the ωB97M-V functional and the def2-TZVPD basis
C 1.167 -0.089 0.786
S -0.504 -0.809 1.071
H 2.045 -0.845 0.709
H 1.068 0.464 -0.192
H 1.383 0.576 1.604
H -0.760 0.647 -2.837
H -0.739 1.454 -1.591
O -0.241 1.397 -2.443
```

Calculated values
Total charge: -1
Molar mass in g mol⁻¹: 65.12
HOMO-LUMO gap in eV: 6.29
LUMO in eV: 4.152



Most stable: arrangement P (next structure +0.373 eV)



Arrangement P

A 2-piece molecular cluster, HNO2S overall, computed with the ωB97M-V functional and the def2-TZVPD basis.

```
5
HNO2S | the Open Molecules 2025 dataset | the ωB97M-V functional and the def2-TZVPD basis
N 0.858 -0.527 0.596
O -0.159 1.861 0.594
O -1.047 0.063 -0.813
S -0.163 0.521 0.247
H 0.511 -1.918 -0.625
```

Calculated values
Molar mass in g mol⁻¹: 79.08
HOMO-LUMO gap (spin up / spin down) in eV: 8.33 / 9.56
LUMO (spin up / spin down) in eV: -2.666 / -1.823



Arrangement Q

One molecule with the formula HNO2S, computed with the ωB97M-V functional and the def2-TZVPD basis.

```
5
HNO2S | the Open Molecules 2025 dataset | the ωB97M-V functional and the def2-TZVPD basis
N 0.025 -0.398 0.825
O -0.840 1.726 -1.066
O 1.143 -0.029 0.022
S -0.275 0.097 -0.783
H -0.052 -1.396 1.003
```

Calculated values
Molar mass in g mol⁻¹: 79.08
HOMO-LUMO gap in eV: 10.30
LUMO in eV: -0.487



Most stable: arrangement Q (next structure +1.070 eV)